Record 1
Here is a gas-phase ion, C17H36NO2 (charge +1) in a non-equilibrium geometry from OMol25. Energies are from ωB97M-V/def2-TZVPD.

Properties
E_LUMO: -2.7 eV
highest occupied orbital energy: -12.2 eV
SMILES string: CCCCCCCCCCCCOC(=O)C[N+](C)(C)C
relative energy (zero: lowest compared OMol25 entry of this formula, charge and spin): 25.3 kcal per mole

Structure (ORCA input):
```
! RIJCOSX wB97M-V def2-TZVPD def2/J DEFGRID3
* xyz 1 1
O 4.320 1.139 1.130
O 2.989 0.954 -0.674
N 6.480 -0.079 -0.316
C -7.929 0.631 -0.331
C -7.801 1.692 0.756
C -1.446 -1.155 1.522
C -5.530 -0.244 -0.272
C 5.136 0.102 -0.912
C 1.864 1.561 -0.002
C 7.350 -0.736 -1.311
C -6.633 0.402 -1.109
C -0.254 -1.640 0.692
C -4.284 -0.523 -1.109
C 7.063 1.228 0.046
C 0.464 -0.547 -0.100
C 4.097 0.800 -0.001
C -3.185 -1.265 -0.347
C 6.398 -0.930 0.889
C -2.530 -0.413 0.738
C 1.068 0.533 0.795
H 6.943 -1.706 -1.592
H -2.116 0.492 0.286
H -4.575 -1.128 -1.972
H -8.251 -0.312 0.118
H -3.886 0.421 -1.491
H 1.264 1.984 -0.808
H -7.109 1.378 1.533
H -3.292 -0.097 1.451
H -5.901 -1.182 0.147
H -0.593 -2.404 -0.009
H -5.274 0.416 0.557
H 1.718 0.078 1.546
H -6.848 -0.244 -1.964
H 8.065 1.088 0.448
H 8.344 -0.884 -0.895
H 2.236 2.354 0.653
H 7.437 -0.121 -2.205
H -3.607 -2.164 0.108
H -8.767 1.874 1.219
H 4.723 -0.872 -1.185
H -7.443 2.629 0.332
H 6.447 1.712 0.802
H 5.970 -1.899 0.637
H 1.260 -1.011 -0.689
H -8.705 0.942 -1.034
H 5.774 -0.447 1.639
H -0.231 -0.086 -0.802
H 0.278 1.070 1.317
H -1.088 -0.506 2.324
H 5.216 0.697 -1.825
H 0.460 -2.116 1.369
H 7.392 -1.082 1.303
H 7.123 1.870 -0.830
H -1.898 -2.030 1.995
H -6.276 1.358 -1.501
H -2.426 -1.582 -1.066
*
```

Atomic partial charges in e from the Löwdin method, atoms 1 to 8: 0.12 0.03 -0.38 -0.27 -0.11 -0.21 -0.22 -0.01

=====

Record 2
Here is 2 unconnected molecules or ions with the total composition C17H37NO4P from OMol25. Energies are from ωB97M-V/def2-TZVPD.

Properties
E_LUMO: -2.8 eV
highest occupied orbital energy: -12.8 eV
relative energy (zero: lowest compared OMol25 entry of this formula, charge and spin): 0.0 kcal per mole

Structure (ORCA input):
```
! RIJCOSX wB97M-V def2-TZVPD def2/J DEFGRID3
* xyz 1 1
P 1.123 0.025 -0.185
O 2.341 1.427 -3.444
O 1.179 2.146 4.342
O 1.930 -2.915 1.749
O 3.233 -2.370 0.054
N 4.049 1.055 -1.959
C -0.332 1.580 2.510
C 0.436 1.674 0.006
C 2.185 -0.547 1.168
C -5.929 -0.707 -2.105
C -2.137 -3.296 -0.753
C 4.973 1.597 -2.965
C -3.082 -0.927 -0.871
C 2.754 0.904 -2.448
C -5.528 -1.701 -1.020
C -0.696 1.808 1.043
C 0.836 2.427 3.009
C 2.513 -2.029 0.938
C -2.497 -2.110 -1.641
C 4.177 1.782 -0.696
C 1.874 -0.195 -1.800
C 1.963 0.993 4.522
C -4.389 -1.207 -0.129
H 5.986 1.486 -2.580
H 1.381 0.067 4.406
H -1.510 1.137 0.765
H 1.244 2.389 0.177
H -4.212 -1.938 0.664
H 4.780 2.654 -3.170
H -3.196 -2.430 -2.417
H -3.014 -3.702 -0.249
H 0.544 3.480 2.988
H 3.308 1.636 -0.056
H -5.113 -0.514 -2.804
H -3.225 -0.088 -1.559
H -0.162 0.517 2.719
H -1.420 -3.005 0.024
H 2.347 1.023 5.539
H 3.120 0.009 1.174
H -6.770 -1.084 -2.686
H 4.875 1.034 -3.890
H -6.392 -1.910 -0.386
H 4.257 2.859 -0.878
H -1.086 2.823 0.927
H -2.337 -0.594 -0.135
H -6.228 0.248 -1.668
H 1.485 -2.511 2.505
H -1.207 1.851 3.104
H 1.727 2.325 2.365
H 2.449 -1.123 -1.738
H 1.037 -0.332 -2.490
H 0.036 1.896 -0.991
H -1.689 -4.103 -1.331
H 2.813 0.978 3.824
H -4.705 -0.287 0.374
H -1.600 -1.774 -2.176
H 1.660 -0.374 2.108
H -5.256 -2.655 -1.479
H 5.063 1.454 -0.151
H 0.032 -0.853 -0.158
*
```

Atomic partial charges in e from the Löwdin method, atoms 1 to 8: 1.08 0.13 -0.16 0.15 0.14 -0.15 -0.18 -0.28

=====

Record 3
Here is 2 unconnected molecules or ions with the total composition C17H37NO4PS3 in a non-equilibrium geometry from OMol25. Energies are from ωB97M-V/def2-TZVPD.

Properties
E_LUMO: -2.2 eV
highest occupied orbital energy: -11.7 eV

Structure (ORCA input):
```
! RIJCOSX wB97M-V def2-TZVPD def2/J DEFGRID3
* xyz 1 1
S -2.574 -1.874 -1.057
S 1.175 -2.446 -1.968
S -1.745 2.410 -4.285
P 0.748 -2.048 -0.154
O 2.805 -0.224 1.251
O 3.834 -1.501 -0.255
O -1.315 2.563 -2.913
O -2.206 1.131 -4.765
N -0.643 -3.073 0.491
C -0.273 -3.844 1.765
C 0.556 -1.436 3.385
C -1.011 -3.482 3.046
C 2.119 1.294 2.991
C -2.282 4.630 -5.662
C 2.276 0.253 4.120
C -3.359 0.787 -1.235
C -0.460 3.031 -5.364
C -0.809 -2.077 3.638
C -1.216 3.830 -6.422
C -2.969 3.665 -4.686
C -2.129 -0.117 -1.202
C 4.966 -1.238 1.843
C -1.954 -2.327 0.567
C 3.040 1.080 1.805
C 0.932 -0.405 4.457
C 3.871 -0.989 0.851
H -1.805 5.439 -5.107
H -1.692 3.149 -7.130
H -3.008 5.079 -6.337
H 2.292 2.292 3.396
H 0.187 3.670 -4.763
H -2.989 1.801 -1.391
H 5.656 -1.957 1.413
H 0.308 -0.759 0.147
H 5.489 -0.315 2.089
H 2.806 1.816 1.035
H -0.644 -4.213 3.773
H -0.475 -4.895 1.553
H 1.354 -2.177 3.296
H -1.828 -1.423 1.158
H 2.689 0.723 5.012
H 0.159 0.370 4.445
H -0.544 4.478 -6.981
H 1.094 1.248 2.614
H -1.599 -1.407 3.294
H -3.280 4.149 -3.764
H -3.815 3.154 -5.141
H -2.692 -2.973 1.032
H -4.041 0.482 -2.024
H -0.747 -3.760 -0.260
H 2.948 -0.542 3.795
H -2.079 -3.687 2.955
H 0.484 -0.863 2.452
H 0.924 -0.874 5.442
H 0.104 2.190 -5.760
H 0.803 -3.767 1.914
H -0.951 -2.167 4.718
H -1.498 0.185 -0.364
H 4.553 -1.643 2.768
H 4.086 1.213 2.088
H -1.532 0.001 -2.105
H -3.846 0.750 -0.258
H 1.753 -2.360 0.756
*
```

Atomic partial charges in e from the Löwdin method, atoms 1 to 8: 0.92 0.31 0.66 0.43 -0.10 0.06 -0.34 -0.32

=====

- Which formula does entry 2 have?
  C17H37NO4P

=====

- Which of these has the lowest E_LUMO?
  C17H37NO4P